DFT (ωB97M-V/def2-TZVPD) results for a structure of composition C21H57N6O20S2Zn at a distorted geometry.

```
! RIJCOSX wB97M-V def2-TZVPD def2/J DEFGRID3
* xyz -1 1
C 4.993 1.286 -1.470
N 3.933 1.236 -0.424
C 3.062 0.029 -0.679
C 4.555 1.082 0.943
C 3.122 2.506 -0.459
C 2.542 2.956 -1.820
O 2.000 1.975 -2.639
H 5.713 2.087 -1.332
H 4.448 1.276 -2.413
H 5.564 0.358 -1.408
H 2.661 -0.033 -1.683
H 2.246 -0.031 0.036
H 3.769 -0.784 -0.510
H 5.069 2.012 1.188
H 5.239 0.244 0.962
H 3.693 1.044 1.613
H 3.648 3.334 0.012
H 2.242 2.261 0.145
H 3.301 3.486 -2.415
H 1.897 3.804 -1.549
H 1.225 1.621 -2.093
Zn 0.361 0.066 2.695
S -0.391 -0.291 -0.620
O 0.148 0.969 -1.184
O -1.839 -0.475 -0.863
O 0.326 -1.422 -1.224
O -0.136 -0.274 0.820
S 2.703 0.488 3.823
O 3.149 1.871 4.039
O 1.331 0.281 4.399
O 2.391 0.238 2.373
O 3.683 -0.496 4.284
C -2.172 -3.837 -1.164
C -2.677 -5.161 -0.620
O -2.994 -5.124 0.763
O -3.127 -2.809 -1.060
H -1.736 -3.977 -2.168
H -1.216 -3.499 -0.724
H -1.941 -5.945 -0.808
H -3.540 -5.396 -1.254
H -3.945 -5.220 0.841
H -2.639 -1.966 -1.162
C -3.358 0.772 -3.366
C -4.214 1.493 -2.335
O -3.745 1.399 -1.002
O -2.057 1.308 -3.478
H -3.895 0.927 -4.307
H -3.278 -0.301 -3.162
H -5.247 1.099 -2.409
H -4.479 2.530 -2.580
H -3.130 0.634 -0.935
H -1.542 1.051 -2.699
C 2.250 -3.565 0.258
C 2.948 -2.940 1.455
O 4.350 -3.136 1.433
O 2.561 -2.961 -0.983
H 1.164 -3.457 0.371
H 2.427 -4.649 0.242
H 2.437 -3.157 2.397
H 2.790 -1.866 1.302
H 4.754 -2.625 2.140
H 1.859 -2.311 -1.167
O 0.424 -2.061 3.077
C -0.216 -3.121 2.992
N -1.040 -3.306 1.961
C -0.006 -4.200 4.013
H -1.149 -2.644 1.208
H -1.538 -4.174 1.815
H -0.080 -3.739 4.993
H 0.978 -4.621 3.827
H -0.822 -4.914 3.879
O 0.142 2.181 2.645
C -0.245 3.315 2.390
N -0.084 4.303 3.290
C -0.891 3.704 1.089
H 0.345 4.170 4.189
H -0.246 5.224 2.920
H -0.101 4.128 0.475
H -1.654 4.450 1.309
H -1.343 2.815 0.660
O -2.212 6.337 -1.054
C -2.304 5.156 -1.351
N -3.195 4.326 -0.745
C -1.413 4.476 -2.363
H -3.295 3.361 -1.051
H -3.925 4.709 -0.172
H -1.975 4.285 -3.276
H -0.843 3.652 -1.945
H -0.699 5.240 -2.686
O 1.520 -2.405 -5.853
C 0.912 -2.037 -4.844
N 1.576 -1.605 -3.763
C -0.569 -2.076 -4.740
H 1.163 -1.468 -2.835
H 2.575 -1.557 -3.874
H -1.048 -1.787 -5.680
H -0.982 -1.300 -4.084
H -1.056 -3.001 -4.436
O -1.546 0.119 3.352
C -2.736 0.398 3.332
N -3.402 0.463 2.168
C -3.561 0.585 4.577
H -4.399 0.565 2.201
H -2.923 0.154 1.332
H -4.463 -0.026 4.498
H -3.913 1.608 4.722
H -3.018 0.301 5.474
*
```

Summary:
HOMO-LUMO gap: 7.44 eV
Energy: -142688.09280 eV

***

DFT (ωB97M-V/def2-TZVPD) results for a structure of composition C40H29BrF4NO2PTc at a distorted geometry.

```
! RIJCOSX wB97M-V def2-TZVPD def2/J DEFGRID3
* xyz 0 4
Tc 1.676 1.523 0.884
F -5.495 -0.585 2.757
C -4.359 0.087 2.668
C -4.184 1.265 3.292
F -5.188 1.770 3.984
C -3.072 2.049 3.035
F -3.072 3.285 3.498
C -1.916 1.510 2.390
P -0.363 2.404 2.135
C 0.070 2.919 3.805
C -0.637 2.524 4.969
C -0.214 2.959 6.223
C 0.743 3.935 6.353
C 1.430 4.329 5.205
C 1.107 3.799 3.989
C -0.948 3.834 1.195
C -0.906 5.145 1.676
C -1.409 6.139 0.868
C -2.019 5.844 -0.345
C -2.046 4.519 -0.804
C -1.472 3.530 -0.082
C -2.119 0.206 1.871
Br -0.773 -0.648 0.957
C -3.322 -0.471 1.953
F -3.435 -1.646 1.450
H -1.433 1.814 4.893
H -0.816 2.737 7.145
H 0.954 4.334 7.319
H 2.205 5.100 5.268
H 1.689 4.031 3.100
H -0.478 5.358 2.678
H -1.494 7.153 1.224
H -2.490 6.577 -0.947
H -2.520 4.278 -1.764
H -1.416 2.564 -0.504
C -2.678 -5.774 -5.375
C -1.793 -4.572 -5.358
C -1.155 -4.189 -6.530
C -0.380 -3.047 -6.610
C -0.195 -2.256 -5.495
C -0.713 -2.677 -4.280
N -0.433 -1.873 -3.124
C 0.886 -1.492 -2.922
C 1.845 -2.412 -3.356
C 3.168 -2.126 -3.234
C 3.634 -0.882 -2.768
C 2.680 0.006 -2.328
C 1.337 -0.298 -2.378
C 0.318 0.646 -1.819
O -0.879 0.635 -2.105
O 0.804 1.525 -1.009
C -1.551 -3.807 -4.161
C -2.182 -4.215 -2.881
H -2.722 -6.201 -6.390
H -3.729 -5.618 -5.103
H -2.303 -6.579 -4.666
H -1.338 -4.798 -7.417
H 0.054 -2.709 -7.553
H 0.416 -1.381 -5.515
H -1.083 -1.103 -3.004
H 1.484 -3.395 -3.699
H 3.839 -2.928 -3.497
H 4.708 -0.738 -2.785
H 2.945 0.984 -2.041
H -2.224 -5.292 -2.742
H -3.223 -4.001 -2.766
H -1.675 -3.771 -2.051
C 2.613 0.454 1.852
C 3.386 -0.636 2.265
C 3.325 -1.037 3.596
C 4.042 -2.108 4.086
C 4.884 -2.768 3.138
C 5.094 -2.283 1.834
C 4.271 -1.194 1.405
H 2.651 -0.526 4.236
H 4.087 -2.501 5.116
H 5.303 -3.713 3.455
H 5.828 -2.759 1.230
H 4.373 -0.765 0.411
*
```

Summary:
HOMO-LUMO gap (spin up / spin down): 6.69 / 6.88 eV
Energy: -139931.53526 eV

***

DFT (ωB97M-V/def2-TZVPD) results for a cluster of 6 separate species, H12O5S in total at a distorted geometry.

```
! RIJCOSX wB97M-V def2-TZVPD def2/J DEFGRID3
* xyz 0 1
S -4.542 -1.283 -2.658
H -4.489 -1.733 -1.413
H -3.739 -2.258 -3.111
H 0.845 -1.391 -0.279
H 1.798 -1.334 -1.456
O 1.640 -1.797 -0.630
H 1.078 1.242 2.943
H -0.272 2.149 2.859
O 0.106 1.254 3.053
H -1.793 -0.844 0.837
H -0.706 -0.095 1.373
O -0.845 -0.760 0.690
H 3.275 -0.160 0.623
H 2.869 1.232 0.155
O 3.174 0.749 0.937
H -0.162 1.241 -1.322
H 1.159 2.077 -1.645
O 0.601 1.712 -0.956
*
```

Summary:
HOMO-LUMO gap: 10.26 eV
Energy: -21267.44006 eV

***

DFT (ωB97M-V/def2-TZVPD) results for the ion C6H12NO with charge +1 at a distorted geometry.

```
! RIJCOSX wB97M-V def2-TZVPD def2/J DEFGRID3
* xyz 1 1
C 2.683 -0.037 -0.274
C 1.924 1.264 -0.368
C -3.043 0.334 0.073
C -1.427 0.003 -0.496
C 1.245 0.027 0.064
C 0.050 -0.779 -0.083
N 0.573 -0.321 1.326
O 0.164 -2.077 -0.343
H 2.963 -0.536 -1.186
H 3.390 -0.166 0.531
H 2.117 2.022 0.376
H 1.690 1.666 -1.341
H -3.546 -0.589 0.326
H -2.999 1.003 0.919
H -1.631 -0.478 -1.452
H -1.077 1.012 -0.715
H -3.472 0.804 -0.794
H 0.055 0.407 1.815
H 1.015 -1.001 1.945
H -0.676 -2.558 -0.325
*
```

Summary:
HOMO-LUMO gap: 12.18 eV
Energy: -9944.46189 eV

***

DFT (ωB97M-V/def2-TZVPD) results for a cluster of 5 separate species, C2H12O5 in total at a distorted geometry.

```
! RIJCOSX wB97M-V def2-TZVPD def2/J DEFGRID3
* xyz 0 1
O -0.102 0.454 -0.249
C -0.104 0.787 0.956
C -0.789 2.052 1.514
H 0.417 0.188 1.732
H -1.167 2.739 0.733
H -1.684 1.718 2.065
H -0.120 2.574 2.260
H 0.358 -2.819 2.092
H 0.722 -2.546 3.471
O 0.292 -2.028 2.694
H 0.977 1.177 -1.534
H 2.230 1.947 -1.924
O 1.565 1.446 -2.311
H -1.035 -0.460 -3.337
H -0.458 0.779 -2.910
O -1.306 0.450 -3.156
H -0.059 -2.003 -0.548
H -0.105 -3.529 -1.062
O 0.369 -2.926 -0.487
*
```

Summary:
HOMO-LUMO gap: 11.05 eV
Energy: -12505.30944 eV

***

DFT (ωB97M-V/def2-TZVPD) results for a cluster of 2 separate species, C4H12S in total at a distorted geometry.

```
! RIJCOSX wB97M-V def2-TZVPD def2/J DEFGRID3
* xyz 0 1
C 0.629 -3.028 -0.249
C 2.022 -2.558 0.282
H 0.198 -2.293 -0.897
H 0.701 -3.987 -0.749
H 0.116 -3.204 0.665
H 2.268 -1.672 -0.292
H 2.895 -3.167 0.041
H 1.982 -2.311 1.336
C -1.640 2.081 1.278
C -0.784 2.833 -1.338
S -2.135 2.018 -0.436
H -0.561 1.945 1.318
H -1.827 3.013 1.818
H -2.138 1.300 1.845
H -1.220 2.909 -2.327
H 0.163 2.302 -1.397
H -0.669 3.819 -0.897
*
```

Summary:
HOMO-LUMO gap: 9.38 eV
Energy: -15177.15025 eV

***

DFT (ωB97M-V/def2-TZVPD) results for a cluster of 12 separate species, C60H76N2O26 in total at a distorted geometry.

```
! RIJCOSX wB97M-V def2-TZVPD def2/J DEFGRID3
* xyz -2 1
O 1.485 2.536 6.565
H 0.817 2.110 7.108
H 1.616 1.878 5.878
H 1.045 3.304 6.193
O 0.366 0.529 1.093
H -0.243 0.192 0.433
H -0.078 0.971 1.821
H 1.051 -0.076 1.388
C -2.260 3.530 2.756
C -0.962 3.689 2.776
C -0.279 4.325 4.046
O 1.036 4.586 4.052
C -0.958 4.488 5.230
C -2.383 4.222 5.341
C -3.051 3.683 3.969
O -4.237 3.286 4.014
O -3.074 4.397 6.365
O -0.280 3.324 1.690
H -2.664 3.044 1.880
H -0.582 4.904 6.153
C -0.020 -2.640 4.352
C 0.509 -1.438 4.053
C 0.145 -0.102 4.622
O 0.595 1.096 4.306
C -0.689 -0.092 5.727
C -1.301 -1.243 6.219
C -1.014 -2.668 5.368
O -1.736 -3.629 5.572
O -1.987 -1.400 7.268
O 1.180 -1.508 2.979
H 0.324 -3.596 3.985
H -1.119 0.843 6.055
C -9.965 -1.717 -4.043
O -9.167 -0.492 -4.099
C -8.110 -0.316 -3.177
C -7.560 1.105 -3.278
N -6.767 1.489 -2.191
C -5.653 0.612 -1.928
C -4.389 1.162 -2.390
O -3.410 0.200 -2.365
C -3.220 -0.278 -3.638
H -9.296 -2.451 -4.494
H -10.880 -1.874 -4.614
H -10.128 -2.067 -3.024
H -7.356 -1.059 -3.438
H -8.412 -0.616 -2.174
H -8.394 1.807 -3.292
H -7.024 1.152 -4.226
H -7.309 1.701 -1.366
H -5.846 -0.309 -2.478
H -5.587 0.348 -0.872
H -4.322 1.955 -1.645
H -4.584 1.589 -3.374
H -4.127 -0.773 -3.987
H -2.356 -0.941 -3.615
H -2.752 0.524 -4.209
C 1.998 1.268 -2.677
O 2.258 0.605 -3.927
C 3.472 -0.144 -3.903
C 3.708 -1.022 -5.129
N 2.811 -2.231 -5.163
C 3.141 -3.249 -6.156
C 2.270 -4.532 -5.921
O 2.709 -5.330 -4.834
C 1.540 -5.970 -4.088
H 1.168 1.969 -2.767
H 2.937 1.756 -2.414
H 1.767 0.386 -2.080
H 3.387 -0.814 -3.048
H 4.314 0.512 -3.681
H 4.731 -1.388 -5.045
H 3.613 -0.508 -6.085
H 2.026 -1.665 -5.453
H 4.177 -3.513 -6.368
H 2.911 -2.705 -7.072
H 2.392 -5.085 -6.852
H 1.263 -4.175 -5.703
H 1.838 -6.804 -3.452
H 1.009 -6.420 -4.927
H 1.067 -5.174 -3.513
C -2.857 6.015 -1.139
C -2.123 4.954 -0.741
C -1.752 3.982 -1.608
C -2.110 3.958 -2.961
C -2.933 5.068 -3.373
C -3.234 6.075 -2.492
O -4.010 7.073 -2.948
O -1.084 2.930 -1.044
H -3.036 6.853 -0.483
H -1.798 4.909 0.288
H -1.689 3.227 -3.635
H -3.223 5.139 -4.411
H -4.131 7.824 -2.362
H -0.788 3.298 -0.208
C 5.176 0.515 5.989
C 3.868 -0.032 5.823
C 3.230 -0.270 6.999
C 3.785 0.107 8.249
C 4.954 0.705 8.357
C 5.593 0.982 7.161
O 6.616 1.871 7.236
O 1.983 -0.901 6.828
H 5.748 0.669 5.086
H 3.394 -0.320 4.897
H 3.074 -0.095 9.036
H 5.215 1.063 9.341
H 7.053 1.871 6.381
H 1.560 -1.009 7.683
C 4.619 -4.287 -2.716
C 4.935 -3.368 -1.689
C 6.135 -2.622 -1.834
C 6.933 -2.816 -2.918
C 6.645 -3.765 -3.826
C 5.474 -4.470 -3.759
O 5.299 -5.311 -4.774
O 6.432 -1.563 -1.028
H 3.670 -4.789 -2.603
H 4.208 -3.104 -0.935
H 7.834 -2.235 -3.056
H 7.399 -3.832 -4.596
H 4.388 -5.611 -4.734
H 5.602 -1.093 -0.922
C 3.239 2.371 1.455
C 3.634 1.354 0.599
C 4.657 1.690 -0.332
C 5.116 2.983 -0.510
C 4.797 3.938 0.390
C 3.853 3.622 1.351
O 3.310 4.561 2.197
O 5.148 0.694 -1.021
H 2.431 2.226 2.157
H 3.374 0.311 0.709
H 5.660 3.406 -1.342
H 5.051 4.988 0.358
H 2.389 4.460 2.451
H 6.086 0.840 -1.163
C -3.008 -1.491 2.876
C -2.340 -1.503 1.673
C -2.561 -0.389 0.858
C -3.528 0.579 1.026
C -4.235 0.525 2.186
C -3.979 -0.486 3.104
O -4.830 -0.476 4.194
O -1.762 -0.362 -0.308
H -2.914 -2.332 3.547
H -1.477 -2.146 1.587
H -3.669 1.376 0.311
H -4.843 1.415 2.251
H -4.947 -1.384 4.481
H -2.093 0.204 -1.009
C -1.355 -4.192 -1.225
C -0.186 -4.172 -0.503
C 0.716 -3.172 -0.769
C 0.655 -2.366 -1.926
C -0.522 -2.581 -2.780
C -1.540 -3.472 -2.373
O -2.627 -3.652 -3.251
O 1.859 -3.133 -0.051
H -2.152 -4.895 -1.027
H 0.121 -4.824 0.301
H 1.384 -1.582 -2.067
H -0.587 -2.045 -3.715
H -3.501 -3.646 -2.853
H 1.980 -3.894 0.523
*
```

Summary:
HOMO-LUMO gap: 5.27 eV
Energy: -119656.03208 eV

***

DFT (ωB97M-V/def2-TZVPD) results for a cluster of 3 separate species, C3H12NO3 in total at a distorted geometry.

```
! RIJCOSX wB97M-V def2-TZVPD def2/J DEFGRID3
* xyz -1 1
C -0.140 1.011 -0.415
O -1.008 0.028 -0.442
C 1.189 0.246 -0.033
C 2.336 1.164 0.455
N 0.877 -0.803 0.923
H -0.498 1.624 0.439
H -0.126 1.520 -1.416
H 1.612 -0.252 -0.951
H 2.044 1.943 1.197
H 3.314 0.711 0.506
H 2.429 1.786 -0.610
H -0.035 -0.852 1.246
H 0.885 -1.649 0.189
H -0.595 -1.473 -1.146
H -0.242 -2.534 -2.293
O -0.129 -2.360 -1.319
H -2.335 1.142 1.807
H -2.098 0.417 0.343
O -2.714 0.921 1.034
*
```

Summary:
HOMO-LUMO gap: 7.99 eV
Energy: -10937.42563 eV

***

DFT (ωB97M-V/def2-TZVPD) results for a structure of composition C3H3CrFN5O18 at a distorted geometry.

```
! RIJCOSX wB97M-V def2-TZVPD def2/J DEFGRID3
* xyz -2 4
Cr 9.572 20.444 -7.411
N 10.432 22.325 -4.668
O 9.789 22.600 -3.649
O 11.635 22.594 -4.729
O 9.828 21.769 -5.646
N 10.406 17.484 -8.580
O 9.770 16.626 -9.188
O 9.830 18.613 -8.342
O 11.578 17.347 -8.265
N 12.950 20.405 -7.521
O 13.517 19.484 -8.118
O 11.676 20.572 -7.588
O 13.601 21.214 -6.840
N 9.640 22.175 -9.510
O 9.368 20.947 -9.519
O 9.584 22.929 -10.448
O 9.691 22.545 -8.298
N 6.375 20.619 -6.873
O 5.449 20.672 -7.659
O 6.191 20.457 -5.653
O 7.590 20.707 -7.266
C 6.008 24.186 -11.004
C 6.978 25.375 -10.973
O 7.091 25.684 -9.608
C 6.397 24.758 -8.865
O 6.240 24.746 -7.704
O 5.933 23.736 -9.687
F 6.361 26.398 -11.636
H 6.394 23.338 -11.579
H 5.072 24.425 -11.519
H 7.956 25.069 -11.345
*
```

Summary:
HOMO-LUMO gap (spin up / spin down): 6.22 / 7.80 eV
Energy: -78588.78022 eV